# 1
Entry from OMol25: a single C2H4ClNS molecule (ωB97M-V/def2-TZVPD).

```
9
Properties=species:S:1:pos:R:3:mulliken_charge:R:1
C -0.2527 -0.4198 0.7021 0.018
C 0.9872 -0.4057 -0.1494 -0.490
H -2.3049 2.0546 -0.6844 0.151
H -0.3935 -1.2514 1.3222 0.397
H 0.6616 -0.5540 -1.2378 0.310
H 1.6238 0.4613 -0.0118 0.368
N -1.2764 0.3384 0.6190 -0.414
S -1.0726 1.6074 -0.4948 -0.152
Cl 2.0275 -1.8308 -0.0650 -0.189
```

SMILES string: S/N=C\CCl
E_LUMO, Eh: 0.028
Energy relative to the best compared isomer or geometry (same formula, charge and spin), kcal/mol: 29.23
Frontier orbital gap, eV: 10.10
DFT total energy, Ha: -991.69357

# 2
Entry from OMol25: a single C4H7NO2 molecule (ωB97M-V/def2-TZVPD).

```
14
Properties=species:S:1:pos:R:3:mulliken_charge:R:1
C 1.1418 -1.3642 -0.0745 -1.302
C 0.2384 -0.2124 -0.4399 1.049
C 0.8152 1.1538 -0.5122 -0.828
O 0.5975 0.3596 -1.6842 -0.422
C -0.8137 0.1990 0.5568 0.368
O -0.3374 0.5224 1.6421 -0.611
N -2.1140 0.3437 0.2647 -0.402
H 2.1666 -1.1447 -0.3955 0.355
H 1.1304 -1.5476 1.0004 0.330
H 0.8226 -2.2784 -0.5901 0.330
H 0.1067 1.9768 -0.5281 0.323
H 1.4239 1.1341 0.4160 0.353
H -2.6652 0.8544 0.9357 0.243
H -2.5129 0.0034 -0.5910 0.214
```

SMILES string: C[C@@]1(C(N)=O)CO1
E_LUMO, Eh: 0.031
Energy relative to the best compared isomer or geometry (same formula, charge and spin), kcal/mol: 84.76
Frontier orbital gap, eV: 10.35
DFT total energy, Ha: -361.74578

# 3
Entry from OMol25: a molecular structure, C9H12CeN2O4S (ωB97M-V/def2-TZVPD).

```
29
Properties=species:S:1:pos:R:3:mulliken_charge:R:1
Ce -0.0008 -0.3347 -0.0076 0.153
C 0.0182 1.0736 1.9794 0.427
O -0.0033 1.7041 2.9315 -0.052
C -0.0036 1.9540 -0.9567 0.354
O -0.0075 3.0271 -1.4039 -0.059
C -2.1362 -0.0705 -0.0751 0.432
O -3.2872 0.0479 0.0919 -0.033
C 2.1356 -0.0640 -0.0602 0.429
O 3.2868 0.0578 0.0839 -0.049
C 0.0034 -1.8125 -1.8354 -0.492
H 0.8876 -2.3389 -1.4985 0.454
H -0.8783 -2.3429 -1.4983 0.462
C 0.0011 -0.6229 -2.4742 -0.805
H -0.8766 -0.0591 -2.7352 0.505
H 0.8769 -0.0560 -2.7352 0.505
C 1.3313 -1.5935 4.9546 -1.012
N 1.1029 -1.4617 3.4778 -0.051
C -0.0448 -1.8216 2.9268 0.276
S -0.0126 -2.6465 1.3726 -0.134
N -1.2156 -1.6965 3.5119 -0.143
C -1.5208 -0.6080 4.5033 -1.055
H 0.4018 -1.7958 5.5355 0.437
H 1.7735 -0.6390 5.2741 0.376
H 2.1010 -2.3688 5.1128 0.326
H 1.8791 -1.7458 2.8587 0.296
H -1.9519 -1.9671 2.8431 0.322
H -2.2781 0.0678 4.0711 0.300
H -2.0008 -1.1291 5.3425 0.340
H -0.6188 -0.0687 4.8725 0.489
```

E_LUMO (alpha / beta), Eh: -0.523 / -0.517
Charge: +3
Energy relative to the best compared isomer or geometry (same formula, charge and spin), kcal/mol: 63.79
Multiplicity: 2
<S²>: 0.75
Frontier orbital gap (alpha / beta), eV: 6.43 / 6.59
DFT total energy, Ha: -1632.57482

# 4
Entry from OMol25: a single C18H20N4O2S2 molecule (ωB97M-V/def2-TZVPD).

```
46
Properties=species:S:1:pos:R:3:mulliken_charge:R:1
C -3.3772 1.7791 2.2389 -0.872
C -3.3424 0.3447 2.7594 -0.399
O -3.6435 -0.6335 1.7903 -0.334
C -4.9865 -0.6404 1.3430 -0.504
C -5.2556 -1.9605 0.6215 -0.771
H -4.8403 -2.7680 1.2277 0.304
C -4.6347 -1.9946 -0.7759 -0.811
N -3.2377 -1.6320 -0.7381 -0.112
C -2.7770 -0.5364 -1.3805 0.065
O -3.4321 0.0875 -2.1928 -0.677
C -1.3608 -0.1923 -1.0242 0.757
C -0.4279 -1.1851 -0.8691 -0.340
C 0.8901 -0.8235 -0.5225 0.480
N 1.2760 0.4004 -0.3238 -0.500
C 0.3915 1.4059 -0.4765 -0.431
C 0.8337 2.7247 -0.2636 -0.410
C -0.0329 3.7712 -0.4232 -0.707
C -1.3627 3.5406 -0.8027 -0.610
C -1.8214 2.2663 -1.0084 -0.705
C -0.9606 1.1636 -0.8487 0.666
H -2.8391 2.0908 -1.3191 0.513
H -2.0297 4.3797 -0.9323 0.411
H 0.3054 4.7842 -0.2633 0.414
H 1.8633 2.8737 0.0198 0.395
S 2.0612 -2.1341 -0.3395 -0.265
C 3.5339 -1.3033 0.0491 0.523
N 4.6166 -1.9750 0.2438 -0.374
N 5.6661 -1.2173 0.5265 -0.502
C 5.4154 0.0429 0.5552 0.657
C 6.4226 1.0856 0.8453 -1.026
H 6.1277 1.6612 1.7215 0.290
H 6.5086 1.7705 0.0030 0.290
H 7.3838 0.6133 1.0280 0.302
S 3.7322 0.4322 0.2110 -0.010
H -0.6632 -2.2263 -1.0239 0.590
H -2.7153 -1.9834 0.0500 0.328
H -4.7426 -2.9978 -1.2032 0.283
H -5.1271 -1.2777 -1.4389 0.413
H -6.3317 -2.1108 0.5346 0.390
H -5.1736 0.2019 0.6629 0.262
H -5.6602 -0.5453 2.2076 0.533
H -4.0302 0.2434 3.6136 0.330
H -2.3312 0.0968 3.0931 0.323
H -2.7415 1.8762 1.3619 0.065
H -3.0134 2.4506 3.0116 0.448
H -4.3893 2.0746 1.9732 0.326
```

SMILES string: CCOCCCNC(=O)c1cc(Sc2nnc(C)s2)nc2ccccc12
E_LUMO, Eh: -0.014
Energy relative to the best compared isomer or geometry (same formula, charge and spin), kcal/mol: 28.00
Frontier orbital gap, eV: 8.02
DFT total energy, Ha: -1863.79224

# 5
Entry from OMol25: a molecular structure, C40H56BCsN12O3S2 (ωB97M-V/def2-TZVPD).

```
115
Properties=species:S:1:pos:R:3:mulliken_charge:R:1
Cs -0.4868 0.7577 -0.3011 0.731
N -1.6388 0.9511 5.0335 -0.087
C -2.1044 2.2202 4.7469 -1.401
C -1.9547 2.3558 3.4025 -0.396
N -1.4010 1.2212 2.8640 0.713
C -1.2322 0.3977 3.8549 -0.314
C -0.7042 -0.9605 3.7251 0.457
N -0.5457 -1.5924 2.5940 0.074
C -0.0545 -2.8387 2.9164 -0.077
C 0.0868 -2.9464 4.2669 -1.191
N -0.3330 -1.7336 4.7838 -0.030
H -1.6534 0.5120 5.9345 0.179
H -2.5046 2.8700 5.5056 0.462
H -2.2470 3.1889 2.7821 0.510
H 0.2004 -3.5482 2.1442 0.472
H 0.4455 -3.7429 4.8966 0.424
H -0.2671 -1.4564 5.7450 0.175
B 3.2535 0.6906 -4.3207 0.075
N 2.4862 -0.5736 -3.8427 0.427
C 2.8127 -1.8138 -4.2639 -0.707
C 1.8771 -2.7028 -3.7800 -0.834
C 0.9954 -1.8836 -3.0567 -0.349
N 1.3602 -0.6062 -3.1021 -0.301
N 3.1443 1.9504 -3.3799 0.391
C 3.5788 3.1500 -3.8065 -0.406
C 3.4443 4.0619 -2.7800 -1.331
C 2.9041 3.2856 -1.7424 -0.704
N 2.7231 2.0187 -2.1033 -0.079
H 2.8273 1.0416 -5.4150 -0.191
H 4.4368 0.3927 -4.4105 -0.191
H 3.6915 -1.9710 -4.8698 0.421
H 1.8537 -3.7744 -3.8927 0.463
H 0.1528 -2.1868 -2.4511 0.537
H 3.9466 3.2682 -4.8134 0.412
H 3.6898 5.1127 -2.7857 0.385
H 2.6213 3.5885 -0.7526 0.758
C -0.3845 5.0894 -0.4353 -1.213
C 0.7083 5.4551 0.5692 -0.297
C 0.6957 4.5471 1.8045 -0.188
S 1.6258 3.0017 1.6719 1.018
O 1.4132 2.3044 2.9806 -0.853
C 3.3247 3.6600 1.7258 -1.081
C 3.8378 3.7783 3.1517 -0.261
C 5.3114 4.1809 3.1632 -1.336
H -0.4022 5.7884 -1.2726 0.474
H -1.3713 5.0912 0.0338 0.346
H -0.2233 4.0958 -0.8587 0.146
H 0.5905 6.4896 0.8971 0.402
H 1.6756 5.4146 0.0673 0.145
H -0.3176 4.1853 1.9945 -0.174
H 1.0539 5.0263 2.7201 0.416
H 3.3385 4.6203 1.2079 0.478
H 3.9238 2.9594 1.1397 0.532
H 3.6928 2.8274 3.6618 0.325
H 3.2440 4.5112 3.7043 0.256
H 5.9185 3.4469 2.6280 0.315
H 5.6906 4.2480 4.1856 0.399
H 5.4687 5.1508 2.6827 0.311
C -4.8554 -0.9995 -0.5481 -1.179
N -4.7750 -0.8554 -1.9920 0.037
C -3.8368 -1.4456 -2.7636 0.149
N -2.8783 -2.0904 -2.0515 0.060
S -3.8746 -1.4017 -4.4422 -0.474
H -5.7957 -0.5733 -0.2070 0.344
H -4.0505 -0.4799 -0.0193 0.289
H -4.8321 -2.0570 -0.2729 0.442
H -5.4276 -0.2685 -2.4807 0.254
H -2.7585 -1.8535 -1.0822 0.042
H -2.0626 -2.4124 -2.5470 0.084
C 2.0479 -7.4996 -1.5243 -1.706
C 1.2158 -6.3178 -1.0791 0.647
C -0.1754 -6.4253 -1.0647 -0.997
C -0.9237 -5.3073 -0.6602 0.935
C -2.4345 -5.3735 -0.6714 -1.601
C -0.2889 -4.1481 -0.2773 0.121
C 1.1556 -3.9837 -0.2250 0.030
C 1.8657 -5.1586 -0.6869 -1.022
N 1.5957 -2.8360 0.2536 0.023
C 2.9785 -2.4251 0.4798 2.212
C 2.9471 -1.5290 1.7283 -1.828
C 3.4248 -1.5711 -0.7117 -1.524
C 4.0656 -3.4880 0.7338 -2.226
H 1.4187 -8.2839 -1.9503 0.357
H 2.6042 -7.9325 -0.6874 0.290
H 2.7798 -7.2025 -2.2799 0.324
H -0.6679 -7.3427 -1.3730 0.213
H -2.7796 -6.4094 -0.7114 0.377
H -2.8517 -4.8519 -1.5361 0.274
H -2.8574 -4.9071 0.2227 0.286
H -0.8722 -3.2874 0.0500 0.801
H 2.9410 -5.1531 -0.7467 0.032
H 2.0940 -0.8541 1.6477 0.216
H 3.8781 -0.9597 1.8407 0.511
H 2.7893 -2.1324 2.6302 0.285
H 2.6769 -0.8054 -0.9102 0.219
H 3.4835 -2.1865 -1.6145 0.193
H 4.4021 -1.1001 -0.5408 0.514
H 3.7491 -4.2080 1.4950 0.402
H 4.9742 -2.9880 1.0897 0.444
H 4.3275 -4.0280 -0.1763 0.420
O -4.4457 1.3717 1.8083 -0.725
C -4.4030 1.8647 0.6934 -0.364
N -3.3155 2.0316 -0.1284 0.617
C -3.7438 2.6046 -1.3021 -0.172
O -3.0548 2.9193 -2.2557 -0.746
C -5.2500 2.8203 -1.2461 0.153
C -6.1429 3.3390 -2.1594 -0.488
C -7.4874 3.3901 -1.7867 -0.438
C -7.9007 2.9336 -0.5366 -0.484
C -6.9780 2.4138 0.3746 -0.318
C -5.6556 2.3720 -0.0145 0.330
H -5.8076 3.6802 -3.1317 0.484
H -8.2222 3.7863 -2.4774 0.391
H -8.9516 2.9803 -0.2753 0.375
H -7.2775 2.0492 1.3510 0.478
```

E_LUMO, Eh: 0.116
Charge: -2
Energy relative to the best compared isomer or geometry (same formula, charge and spin), kcal/mol: 26.36
Frontier orbital gap, eV: 3.94
DFT total energy, Ha: -3282.11811

# 6
Entry from OMol25: a gas-phase ion, C3H3N2OS2 (charge -1) (ωB97M-V/def2-TZVPD).

```
11
Properties=species:S:1:pos:R:3:mulliken_charge:R:1
C 1.3146 -0.1218 0.0911 0.370
C -2.3095 0.5656 -0.8099 0.363
C 0.0911 0.4513 -0.1025 -0.324
N -1.1172 -0.0085 -0.0728 -0.068
N 2.4432 0.2612 0.8486 -0.520
O -2.1405 1.3204 -1.7520 -0.552
S -3.6776 -0.0246 -0.1232 -0.571
S 1.4714 -1.4470 -1.0193 -0.458
H -1.3353 -0.9914 0.3484 0.282
H 2.9873 -0.5768 0.8305 0.248
H 2.2726 0.5715 1.7612 0.230
```

E_LUMO, Eh: 0.114
Charge: -1
Energy relative to the best compared isomer or geometry (same formula, charge and spin), kcal/mol: 35.46
Frontier orbital gap, eV: 7.36
DFT total energy, Ha: -1097.25190